--- A ---
Computed, not measured: an isolated molecule of C2H6N2, with ωB97M-V/def2-TZVPD.

Each line ends with the Löwdin charge.
Geometry (Å):
C1 0.883 0.672 -0.054  -0.270
C2 -1.215 -0.227 0.029  -0.203
N1 1.109 -0.642 0.340  0.056
N2 -0.050 -0.257 -0.635  -0.146
H1 0.598 1.376 0.707  0.106
H2 1.548 1.097 -0.774  0.099
H3 -1.684 -1.271 -0.088  0.102
H4 -0.868 -0.066 1.028  0.056
H5 -2.070 0.490 -0.364  0.127
H6 1.747 -1.172 -0.189  0.073

## Properties
LUMO, eV: 1.26
Highest occupied orbital energy, Ha: -0.3603
SMILES string: CN1CN1

=====

--- B ---
Computed, not measured: a cluster of 2 separate species, C2H6N2 in total, with ωB97M-V/def2-TZVPD.

Each line ends with the Löwdin charge.
Geometry (Å):
C1 -2.517 -4.319 1.389  -0.154
N1 -1.922 -3.537 2.196  0.005
H1 -2.546 -4.146 0.313  0.054
H2 -2.983 -5.252 1.724  0.059
H3 -2.421 -3.680 3.081  0.037
C2 2.410 3.849 -1.865  -0.166
N2 2.094 4.970 -1.375  0.015
H4 1.826 2.987 -1.516  0.050
H5 3.390 3.432 -2.130  0.063
H6 2.668 5.697 -1.815  0.038

## Properties
LUMO, eV: 1.23
Highest occupied orbital energy, Ha: -0.3680
SMILES string: C=N.C=N

=====

--- C ---
Computed, not measured: a cluster of 2 separate species, C2H6N2 in total, with ωB97M-V/def2-TZVPD.

Each line ends with the Löwdin charge.
Geometry (Å):
C1 3.301 0.690 0.821  -0.122
N1 4.204 -0.145 0.433  0.012
H1 2.421 0.257 1.289  0.056
H2 3.268 1.677 0.847  0.004
H3 4.993 0.303 -0.104  0.051
C2 -3.416 -0.881 -0.551  -0.135
N2 -3.947 0.138 -1.095  0.037
H4 -2.398 -1.174 -0.928  0.068
H5 -3.665 -1.504 0.243  0.027
H6 -4.761 0.639 -0.954  0.003

## Properties
LUMO, eV: 1.03
Highest occupied orbital energy, Ha: -0.3479
SMILES string: C=N.C=N

=====

--- D ---
Computed, not measured: an isolated molecule of C2H6N2, with ωB97M-V/def2-TZVPD.

Each line ends with the Löwdin charge.
Geometry (Å):
C1 -1.201 -0.209 -0.008  -0.078
C2 0.298 -0.315 0.039  -0.614
H1 -1.765 -0.335 1.056  0.123
H2 -1.512 0.867 -0.466  0.104
H3 -1.591 -0.907 -0.726  0.048
H4 0.346 1.799 0.095  0.097
H5 1.851 0.951 -0.054  0.058
H6 1.868 -1.326 0.116  0.064
N1 0.884 0.937 -0.018  0.106
N2 0.822 -1.462 -0.033  0.092

## Properties
LUMO, eV: 0.95
Highest occupied orbital energy, Ha: -0.3435
SMILES string: [H]/N=C(/C)N

=====

Most stable: D

=====

--- A ---
Computed, not measured: an isolated molecule of C2H6N2, with ωB97M-V/def2-TZVPD.

Each line ends with the Löwdin charge.
Geometry (Å):
C1 1.993 -0.136 0.052  0.003
C2 -1.599 -0.079 0.039  -0.189
N1 0.697 -0.056 -0.175  -0.149
N2 -0.341 -0.571 0.390  -0.107
H1 2.258 -0.702 0.874  0.041
H2 2.540 0.634 -0.310  0.018
H3 -1.785 0.929 0.434  0.073
H4 -1.886 0.000 -1.010  0.069
H5 -2.270 -0.779 0.504  0.065
H6 0.392 0.759 -0.799  0.176

## Properties
LUMO, eV: 1.06
Highest occupied orbital energy, Ha: -0.2783

=====

--- B ---
Computed, not measured: a cluster of 2 separate species, C2H6N2 in total, with ωB97M-V/def2-TZVPD.

Each line ends with the Löwdin charge.
Geometry (Å):
C1 3.108 0.724 0.116  -0.160
N1 2.601 0.221 -0.928  0.007
H1 4.105 0.506 0.527  0.060
H2 2.564 1.426 0.761  0.056
H3 3.362 -0.022 -1.566  0.037
C2 -2.997 -0.727 -0.109  -0.156
N2 -3.525 0.192 0.589  -0.002
H4 -2.259 -0.332 -0.822  0.058
H5 -3.165 -1.816 -0.077  0.064
H6 -3.793 -0.170 1.510  0.036

## Properties
LUMO, eV: 1.15
Highest occupied orbital energy, Ha: -0.3571
SMILES string: C=N.C=N

=====

Most stable: B